This record from OMol25 describes a 25-piece molecular cluster, C19H73IN2O28 overall in a non-equilibrium geometry. The level of theory is ωB97M-V/def2-TZVPD.

Last column: Löwdin charge in e.
Element x y z (Å)
1 C 1.5832 -2.3997 2.7390  -0.12
2 O 2.6027 -2.1565 1.7060  -0.24
3 C 1.8273 -1.5472 0.6174  -0.23
4 C 2.7051 -0.6302 -0.3593  -0.15
5 C 1.8276 -0.0452 -1.5977  -0.20
6 C 0.6575 0.9072 -1.0626  -0.19
7 C -0.3981 1.3629 -2.2198  -0.13
8 C -1.7977 0.6774 -1.7888  -0.08
9 C -2.3935 -0.4642 -2.6894  0.05
10 C -3.7302 -1.1735 -2.2452  -0.10
11 C -4.2778 -2.3563 -3.1654  -0.14
12 C -3.1415 -3.5368 -3.1416  -0.19
13 C -2.6679 -3.8850 -1.6347  -0.24
14 N -1.4271 -3.1671 -1.1940  -0.01
15 C -4.4625 -0.7715 -0.9496  0.00
16 C -3.8395 0.3895 -0.1153  0.02
17 C -2.5336 1.1462 -0.4673  -0.06
18 C -1.9741 2.2922 0.4923  -0.14
19 C -2.9482 3.5433 0.6873  -0.65
20 O -3.6817 3.7626 1.6848  -0.07
21 I -3.0050 5.0828 -0.9042  0.95
22 C -4.8406 0.5054 1.1121  -0.30
23 O -4.7714 1.1184 2.2022  0.05
24 N -6.0345 -0.3451 0.8498  0.14
25 C -5.7709 -1.3248 -0.2429  -0.30
26 O -6.3956 -2.3707 -0.5263  0.06
27 H 1.2397 -1.4156 3.2254  0.10
28 H 1.9234 -3.1560 3.5348  0.08
29 H 0.6699 -2.8575 2.2121  0.07
30 H 0.9643 -0.9865 1.1304  0.11
31 H 1.4136 -2.4254 0.0021  0.11
32 H 3.5828 -1.2102 -0.8281  0.12
33 H 3.1406 0.2549 0.2413  0.10
34 H 2.5543 0.6390 -2.2028  0.10
35 H 1.4805 -0.8940 -2.2773  0.12
36 H 1.0564 1.8477 -0.5412  0.12
37 H 0.0771 0.3249 -0.2471  0.10
38 H -0.5528 2.4916 -2.1081  0.07
39 H -0.0784 1.0514 -3.2671  0.12
40 H -1.9170 -0.8251 -3.6551  0.12
41 H -4.4098 -1.9368 -4.2327  0.13
42 H -5.2470 -2.8004 -2.7636  0.11
43 H -2.2639 -3.1795 -3.7960  0.10
44 H -3.5587 -4.5159 -3.5845  0.10
45 H -3.5281 -3.6143 -0.9178  0.11
46 H -2.4689 -5.0103 -1.5698  0.11
47 H -0.9132 -2.7544 -1.9852  0.06
48 H -1.7426 -2.3526 -0.6379  0.05
49 H -1.6871 1.7883 1.4829  0.12
50 H -1.0002 2.7078 0.0310  0.11
51 H -5.9731 -0.9732 1.6869  0.13
52 O 3.7727 0.7461 3.0173  -0.06
53 H 3.9136 1.1981 2.1770  0.04
54 H 3.7346 -0.1913 2.7751  0.03
55 O -5.9750 5.5196 2.2164  -0.07
56 H -5.4282 6.2912 2.4096  0.02
57 H -5.3319 4.7923 2.1322  -0.01
58 O 3.7045 -3.8772 4.9423  -0.07
59 H 4.2614 -3.1150 5.1381  0.01
60 H 4.3273 -4.6105 4.8857  0.03
61 O 0.2228 4.5486 -2.4718  -0.11
62 H 0.6831 5.2467 -1.9864  0.02
63 H -0.7046 4.6640 -2.2233  -0.11
64 O -1.1603 2.8347 3.3314  -0.05
65 H -1.9228 3.4294 3.3180  0.03
66 H -1.1127 2.5360 4.2487  0.05
67 O 6.3392 -3.1769 5.5685  -0.05
68 H 6.5916 -2.2962 5.8739  0.05
69 H 6.5855 -3.7570 6.3001  0.06
70 O 2.5745 -4.2688 -1.1046  -0.06
71 H 3.0234 -4.3429 -0.2519  0.04
72 H 3.1461 -4.7556 -1.7136  0.01
73 O -1.3569 -2.4636 2.9162  -0.06
74 H -2.1138 -1.8642 2.8957  0.03
75 H -1.3198 -2.7610 3.8339  0.05
76 O 4.4731 0.3020 -2.9113  -0.06
77 H 4.4333 0.5268 -3.8489  0.05
78 H 5.3114 0.6822 -2.6151  0.02
79 O 0.7952 7.3905 -2.6022  -0.06
80 H 1.6788 7.6950 -2.8431  0.05
81 H 0.3339 7.3194 -3.4473  0.05
82 O -4.6553 1.6108 -3.3471  -0.06
83 H -3.9662 1.5923 -2.6698  -0.02
84 H -5.4727 1.4851 -2.8496  0.04
85 O 7.6424 1.0714 -2.7510  -0.07
86 H 8.2021 1.8389 -2.5567  0.01
87 H 8.2663 0.3379 -2.8101  0.06
88 O -3.8637 8.3583 1.1269  -0.08
89 H -3.7423 8.8206 0.2872  0.03
90 H -3.8924 7.4256 0.8790  -0.04
91 O -4.6408 -0.3532 4.9376  -0.05
92 H -4.8166 0.3266 4.2730  0.02
93 H -4.9628 0.0335 5.7610  0.06
94 O 0.5262 -6.0857 0.7003  -0.07
95 H 0.8884 -6.6432 0.0018  0.03
96 H 0.0475 -5.3946 0.2220  0.01
97 O 6.0401 -0.7143 2.0477  -0.06
98 H 6.2904 0.1665 2.3526  0.03
99 H 6.2827 -1.2931 2.7813  0.04
100 O 4.1856 -4.4919 -3.9307  -0.05
101 H 4.5477 -5.0506 -4.6292  0.04
102 H 3.7060 -3.8029 -4.4068  0.04
103 O -5.6092 -2.7607 3.6188  -0.07
104 H -5.3485 -1.8812 3.9321  -0.02
105 H -5.3476 -3.3503 4.3356  0.04
106 O 9.0028 2.3381 -5.1038  -0.07
107 H 8.3563 1.9276 -4.5114  -0.01
108 H 8.5361 2.4119 -5.9448  0.04
109 O 9.3835 1.9433 -1.1303  -0.05
110 H 9.6358 2.8251 -0.8276  0.06
111 H 9.6350 1.3647 -0.3997  0.06
112 O -1.9287 10.6370 0.3436  -0.06
113 H -1.6848 11.5186 0.6504  0.04
114 H -1.6666 10.0556 1.0689  0.03
115 O 2.0418 2.2154 5.0173  -0.08
116 H 2.4082 1.6571 4.3152  -0.01
117 H 1.5580 2.9013 4.5413  0.02
118 O -1.8753 -5.4041 -4.9198  -0.07
119 H -1.9531 -6.2820 -4.5253  0.05
120 H -2.1095 -5.5431 -5.8461  0.05
121 O -5.4979 -5.3111 1.0469  -0.06
122 H -5.6703 -4.6368 0.3765  0.00
123 H -5.8326 -4.9188 1.8630  0.02

Atoms 1-2, force components in eV/Å:
-0.6 -1.0 0.0
-1.5 0.9 0.4

The value obtained for the highest occupied orbital energy is -0.3176 Ha. For the total energy, the calculation gives -89291.9476 eV. The orbital gap comes out at 7.44 eV. The molar mass comes out at 904.68 g/mol.